Density functional theory data (wB97M-V/def2-TZVPD) for a cluster of 2 separate species, C21H30N5O6 in total at a distorted geometry.

Geometry (Å):
O (-4.595, -2.075, 3.784)
O (-2.320, 2.627, 0.813)
O (3.103, 0.174, -1.997)
O (2.934, 4.014, -0.064)
O (-0.647, 1.249, 1.322)
O (-6.119, -1.965, -1.263)
N (-5.264, -3.625, 2.320)
N (3.257, -0.301, 0.239)
N (-4.460, -1.972, 0.188)
N (1.376, 0.778, -0.682)
N (1.996, 3.413, -2.111)
C (-6.059, -4.412, 3.262)
C (3.784, 4.054, -3.499)
C (5.025, -1.181, 1.599)
C (2.614, 0.203, -0.874)
C (5.107, -1.640, -0.763)
C (4.279, 4.067, -2.049)
C (6.853, -2.485, 0.688)
C (-2.693, 0.285, 0.578)
C (6.212, -1.901, 1.784)
C (0.687, 2.939, -1.657)
C (0.570, 1.411, -1.720)
C (-4.570, -2.525, 2.646)
C (-1.823, 1.488, 0.956)
C (-5.681, -1.591, -0.186)
C (6.298, -2.355, -0.587)
C (-3.349, -0.377, 1.801)
C (2.483, 3.244, -3.470)
C (4.456, -1.031, 0.326)
C (-6.536, -0.709, 0.701)
C (3.011, 3.810, -1.267)
C (-3.798, -1.827, 1.504)
H (4.732, 5.023, -1.777)
H (-0.089, 3.381, -2.288)
H (-4.195, 0.228, 2.126)
H (-7.504, -0.564, 0.227)
H (-2.061, -0.454, 0.075)
H (-3.939, -2.438, -0.537)
H (-6.787, -5.021, 2.725)
H (3.569, 5.076, -3.825)
H (-5.249, -3.904, 1.350)
H (6.785, -2.809, -1.444)
H (4.989, 3.256, -1.865)
H (-2.626, -0.411, 2.616)
H (7.776, -3.040, 0.828)
H (4.540, -0.726, 2.456)
H (-2.869, -2.392, 1.428)
H (4.696, -1.575, -1.763)
H (-0.477, 1.136, -1.558)
H (0.486, 3.271, -0.631)
H (-6.588, -3.745, 3.947)
H (2.686, 2.188, -3.679)
H (6.634, -2.002, 2.779)
H (2.816, -0.037, 1.114)
H (1.013, 0.856, 0.275)
H (0.843, 1.048, -2.715)
H (-6.051, 0.259, 0.807)
H (4.520, 3.615, -4.180)
H (-5.400, -5.057, 3.845)
H (-6.676, -1.162, 1.678)
H (-3.471, 0.589, -0.127)
H (1.767, 3.620, -4.208)

The total charge is -1. As for the spin multiplicity: 1. For the lowest unoccupied orbital energy, the calculation gives 2.4 eV. As for the orbital gap: 7.4 eV. Its highest occupied orbital energy is -0.1834 hartree.

***

Density functional theory data (wB97M-V/def2-TZVPD) for a structure of composition C21H31AsBeBrN2O4Si.

Geometry (Å):
Br (-4.672, 1.706, 3.440)
As (-1.100, -0.447, -2.760)
Si (1.632, -3.401, 0.997)
O (0.779, -3.015, -0.288)
O (0.033, -0.316, 0.315)
O (-1.367, -1.830, -1.671)
O (-1.760, -2.003, 1.103)
N (0.213, 3.681, 1.676)
N (1.137, 2.056, 0.466)
C (-3.133, 1.079, 2.519)
C (1.986, 5.453, 1.287)
C (3.153, 3.368, -0.262)
C (-3.137, -0.153, -2.648)
C (-0.979, 1.488, 1.553)
C (-1.271, -0.672, -4.719)
C (1.949, 3.174, 0.408)
C (-3.082, -0.252, 2.114)
C (1.384, 4.207, 1.166)
C (0.812, -0.909, -2.471)
C (-2.834, -2.741, 0.540)
C (3.183, 5.632, 0.617)
C (-0.927, 0.165, 1.105)
C (-0.895, 1.481, -2.253)
C (2.606, -4.987, 0.690)
C (-1.970, -0.722, 1.440)
C (2.873, -2.054, 1.462)
C (0.591, -3.708, 2.540)
C (3.758, 4.605, -0.146)
C (0.123, 2.389, 1.226)
C (-2.097, 1.943, 2.270)
Be (0.136, -1.884, -1.114)
H (-3.401, 0.030, -1.603)
H (4.694, 4.790, -0.655)
H (3.586, 2.570, -0.848)
H (-1.467, 1.668, -1.342)
H (-0.292, -0.787, -5.180)
H (-2.176, 2.973, 2.588)
H (3.385, -1.688, 0.570)
H (1.217, -4.008, 3.384)
H (1.925, -5.830, 0.558)
H (2.360, -1.203, 1.917)
H (-3.638, -2.894, 1.268)
H (-3.187, -2.236, -0.360)
H (-3.465, 0.698, -3.254)
H (0.151, 1.743, -2.104)
H (1.117, -1.631, -3.241)
H (1.543, 6.248, 1.872)
H (-3.652, -1.057, -2.979)
H (3.686, 6.587, 0.681)
H (0.734, 0.367, 0.172)
H (-3.898, -0.924, 2.341)
H (1.493, -0.052, -2.518)
H (0.047, -2.805, 2.820)
H (3.197, -4.895, -0.223)
H (3.281, -5.221, 1.515)
H (-1.867, -1.573, -4.872)
H (-1.328, 2.087, -3.051)
H (-2.406, -3.699, 0.259)
H (-0.148, -4.493, 2.367)
H (3.624, -2.410, 2.170)
H (-1.805, 0.176, -5.150)
H (-0.430, 4.137, 2.295)

The calculation puts the relative energy (zero: lowest compared OMol25 entry of this formula, charge and spin) at 0.0 kJ/mol. The total charge is -1. As for the spin multiplicity: 1. For the lowest unoccupied orbital energy, the calculation gives 2.2 eV. As for the orbital gap: 5.7 eV. Its highest occupied orbital energy is -0.1254 hartree.

***

Density functional theory data (wB97M-V/def2-TZVPD) for a structure of composition C21H31BN6Pd.

Geometry (Å):
Pd (0.265, -0.259, 0.554)
N (-2.195, -1.249, -0.090)
N (-3.187, -0.501, -0.615)
N (-2.713, 1.839, 0.264)
N (-1.599, 1.683, 1.011)
N (-1.725, 1.087, -1.949)
N (-0.474, 0.697, -1.590)
C (2.236, -2.039, 4.286)
C (1.969, -1.079, 5.460)
C (-1.835, -3.482, 0.796)
C (-3.526, 2.768, 0.816)
C (1.318, -0.997, 1.966)
C (-4.333, -1.216, -0.684)
C (-2.702, -2.432, 0.182)
C (-2.941, 2.074, -3.908)
C (-0.429, 1.480, -3.690)
C (0.310, 0.928, -2.625)
C (-1.722, 1.563, -3.211)
C (-4.843, 3.168, 0.233)
C (-1.702, 2.501, 2.036)
C (3.754, -2.288, 4.202)
C (-5.620, -0.672, -1.215)
C (-0.614, 2.541, 3.059)
C (1.544, -3.379, 4.595)
C (1.766, 0.602, -2.546)
C (1.728, -1.473, 3.030)
C (-2.914, 3.224, 1.968)
C (-4.069, -2.474, -0.176)
B (-2.928, 0.971, -0.991)
H (-3.910, 1.384, -1.560)
H (-3.715, 1.308, -3.991)
H (-4.739, 3.567, -0.778)
H (2.362, -1.487, 6.402)
H (-2.282, -3.872, 1.716)
H (-1.013, 2.382, 4.065)
H (-2.670, 2.398, -4.914)
H (0.897, -0.910, 5.564)
H (-5.537, 2.327, 0.174)
H (3.970, -2.976, 3.383)
H (2.231, 1.144, -1.722)
H (-5.297, 3.938, 0.861)
H (0.105, 1.747, 2.837)
H (-3.295, 3.965, 2.655)
H (-1.680, -4.326, 0.116)
H (4.146, -2.712, 5.137)
H (1.905, -0.455, -2.318)
H (-5.972, 0.185, -0.636)
H (-4.765, -3.293, -0.076)
H (-3.386, 2.922, -3.383)
H (0.469, -3.226, 4.697)
H (-0.865, -3.039, 1.037)
H (2.272, 0.849, -3.485)
H (4.270, -1.350, 3.994)
H (1.934, -3.822, 5.523)
H (-0.091, 3.503, 3.054)
H (-0.075, 1.776, -4.665)
H (-5.527, -0.340, -2.252)
H (-6.386, -1.448, -1.171)
H (1.702, -4.078, 3.773)
H (2.439, -0.114, 5.266)

The calculation puts the relative energy (zero: lowest compared OMol25 entry of this formula, charge and spin) at 17.0 kJ/mol. The total charge is -2. As for the spin multiplicity: 1. For the lowest unoccupied orbital energy, the calculation gives 4.6 eV. As for the orbital gap: 3.2 eV. Its highest occupied orbital energy is 0.0541 hartree.

***

Density functional theory data (wB97M-V/def2-TZVPD) for a structure of composition C21H31BN9O3SeV.

Geometry (Å):
Se (2.015, 4.368, -0.399)
V (0.229, -0.327, -0.017)
O (-0.949, 2.034, -1.998)
O (1.000, 0.068, -2.235)
O (1.009, -2.224, -0.857)
N (0.695, 5.074, 0.547)
N (-1.586, -1.009, -1.057)
N (3.963, 0.145, 2.355)
N (-1.727, -1.746, 1.992)
N (-0.410, 1.627, 0.744)
N (2.259, -0.213, 1.023)
N (1.412, 2.704, -0.273)
N (-0.445, -1.371, 1.778)
N (-2.591, -1.638, -0.413)
C (0.350, -3.469, -0.580)
C (-1.909, 3.057, 2.014)
C (2.707, 0.524, 2.030)
C (-1.440, 1.796, 1.527)
C (-0.096, 4.077, 0.881)
C (1.596, -2.219, -2.155)
C (0.297, 2.764, 0.416)
C (3.275, -1.111, 0.735)
C (-1.717, -1.317, -2.351)
C (-1.261, 4.200, 1.696)
C (-1.822, -2.382, 3.166)
C (4.341, -0.892, 1.540)
C (-0.359, 1.785, -3.248)
C (1.038, 1.250, -3.046)
C (-2.815, -2.151, -2.554)
C (2.005, 1.560, 2.837)
C (2.089, -0.822, -2.455)
C (-0.572, -2.429, 3.754)
C (-3.341, -2.323, -1.286)
C (0.257, -1.791, 2.838)
C (-2.341, 2.285, -2.085)
B (-2.947, -1.402, 1.074)
H (-1.003, -0.944, -3.064)
H (-0.431, -3.648, -1.322)
H (0.842, -2.516, -2.890)
H (1.082, -4.279, -0.603)
H (1.688, 1.988, -2.579)
H (2.935, -0.540, -1.825)
H (-0.089, -3.393, 0.409)
H (-0.294, 2.703, -3.847)
H (0.949, 1.323, 2.916)
H (-2.862, 1.441, -2.546)
H (3.159, -1.879, -0.006)
H (-2.773, -2.764, 3.498)
H (5.298, -1.375, 1.617)
H (-1.982, 0.904, 1.809)
H (-2.543, 3.193, -2.661)
H (-4.201, -2.873, -0.945)
H (-2.792, 3.055, 2.638)
H (-3.835, -2.154, 1.373)
H (-2.709, 2.410, -1.068)
H (2.410, -0.780, -3.499)
H (1.323, -1.640, 2.872)
H (-0.301, -2.879, 4.693)
H (4.508, 0.544, 3.101)
H (1.444, 0.990, -4.028)
H (2.120, 2.556, 2.409)
H (-3.281, -0.248, 1.219)
H (-1.572, 5.177, 2.038)
H (2.419, 1.578, 3.845)
H (-0.958, 1.063, -3.819)
H (-3.178, -2.559, -3.480)
H (2.421, -2.937, -2.193)

The calculation puts the relative energy (zero: lowest compared OMol25 entry of this formula, charge and spin) at 8.7 kJ/mol. The total charge is +1. As for the spin multiplicity: 4. For the lowest unoccupied orbital energy (spin up / spin down), the calculation gives -3.8 / -3.8 eV. As for the orbital gap (spin up / spin down): 6.4 / 7.5 eV. Its highest occupied orbital energy (spin up / spin down) is -0.3744 / -0.4159 hartree. Its expectation value of S² is 3.76.

***

no.,M (Da)
1,448.50
2,567.41
3,484.75
4,598.26